No. 1
Here is a structure of composition C36H32ClOP2Yb in a non-equilibrium geometry from the Open Molecules 2025 dataset. Energies are from ωB97M-V/def2-TZVPD.

Frontier orbital gap (alpha / beta), eV: 7.62 / 6.02
Maximum force, Eh/bohr: 0.047
Multiplicity: 2
Total charge: +2
⟨S²⟩: 0.7509
Relative energy (zero: lowest compared OMol25 entry of this formula, charge and spin), kcal/mol: 0.0

Last column: Mulliken spin population.
Cartesian coordinates (Å):
Yb: -0.13563 1.35074 0.43186  1.00
Cl: -0.05382 3.50061 1.43318  0.01
P: 0.05896 0.51018 -2.18596  0.00
C: -1.29131 -0.23678 -3.14301  0.00
C: -1.07235 -1.06950 -4.25505  0.00
C: -2.15535 -1.61373 -4.95631  0.00
C: -3.46813 -1.37990 -4.53832  0.00
C: -3.68595 -0.58273 -3.40787  0.00
C: -2.61638 -0.01482 -2.71440  0.00
C: -0.16593 2.32524 -2.55876  0.00
C: 0.70447 3.21925 -1.89989  0.00
C: 0.47962 4.58871 -2.02219  0.00
C: -0.50322 5.07929 -2.88212  0.00
C: -1.28881 4.19663 -3.61789  0.00
C: -1.12530 2.81647 -3.45893  0.00
C: 1.54283 0.19165 -3.16970  0.00
C: 2.61661 -0.52269 -2.58948  0.00
C: 3.81230 -0.65888 -3.30038  0.00
C: 3.95508 -0.11003 -4.58568  0.00
C: 2.87030 0.55927 -5.16304  0.00
C: 1.67111 0.69506 -4.46703  0.00
H: 1.55567 2.84438 -1.31277  0.00
H: 1.06638 5.28818 -1.41683  0.00
H: -0.66852 6.15691 -2.95812  0.00
H: -2.03857 4.56744 -4.30626  0.00
H: -1.72657 2.12434 -4.05181  0.00
H: -0.05285 -1.27552 -4.59345  0.00
H: -1.97474 -2.24408 -5.82520  0.00
H: -4.31273 -1.85029 -5.04989  0.00
H: -4.70846 -0.40864 -3.06480  0.00
H: -2.81172 0.65119 -1.86859  0.00
H: 2.50375 -0.96362 -1.58963  0.00
H: 4.65772 -1.19821 -2.84466  0.00
H: 4.91249 -0.19723 -5.11188  0.00
H: 2.96678 0.98413 -6.15499  0.00
H: 0.82922 1.20710 -4.93189  0.00
H: -0.18020 -4.00153 -4.27548  0.00
H: 0.56673 -3.85592 -4.21520  0.00
O: -0.03649 -2.62792 1.84560  0.00
P: -0.03229 -1.58525 2.91812  0.00
C: 1.45953 -0.56064 2.79245  0.00
C: 2.34079 -0.36422 3.86056  0.00
C: 3.54327 0.32046 3.64960  0.00
C: 3.84118 0.87728 2.40071  0.00
C: 2.93000 0.71185 1.33918  0.00
C: 1.81273 -0.11502 1.49796  0.00
C: -1.48319 -0.51946 2.71733  0.00
C: -2.23172 -0.05166 3.80442  0.00
C: -3.38325 0.69577 3.58102  0.00
C: -3.75916 1.05659 2.29186  0.00
C: -2.98654 0.62937 1.19754  0.00
C: -1.92276 -0.26073 1.39298  0.00
C: -0.07635 -2.29145 4.57286  0.00
C: -0.14671 -3.68450 4.71246  0.00
C: -0.16151 -4.28260 5.97184  0.00
C: -0.11021 -3.48957 7.12435  0.00
C: -0.04243 -2.09974 6.99928  0.00
C: -0.01853 -1.50327 5.73422  0.00
H: 2.15927 -0.81013 4.84479  0.00
H: 4.25192 0.37050 4.47525  0.00
H: 4.78068 1.42724 2.25943  0.00
H: 3.11358 1.16710 0.35146  0.00
H: 1.29744 -0.53354 0.60688  0.00
H: -1.99415 -0.34597 4.83251  0.00
H: -4.00753 0.94253 4.43381  0.00
H: -4.65899 1.66529 2.12190  0.00
H: -3.25884 0.91570 0.16743  0.00
H: -1.49316 -0.79342 0.51772  0.00
H: -0.18286 -4.30581 3.82914  0.00
H: -0.21170 -5.37144 6.08621  0.00
H: -0.11934 -3.94970 8.11960  0.00
H: -0.00145 -1.48970 7.90247  0.00
H: 0.05528 -0.41662 5.66944  0.00

No. 2
Here is the molecule CH3ClN4O in a non-equilibrium geometry from the Open Molecules 2025 dataset. Energies are from ωB97M-V/def2-TZVPD.

Frontier orbital gap (alpha / beta), eV: 8.99 / 6.93
Maximum force, Eh/bohr: 0.120
Multiplicity: 3
⟨S²⟩: 2.0122
Relative energy (zero: lowest compared OMol25 entry of this formula, charge and spin), kcal/mol: 8.3

Last column: natural (NBO) charge in e.
Cartesian coordinates (Å):
C: 0.06062 -0.35298 -0.56366  0.71
N: 2.32353 -0.23293 -1.11405  -0.26
N: 1.29894 -0.72242 -0.64927  -0.19
N: -1.72246 0.48130 0.96806  -0.64
N: -0.43234 0.14107 0.93715  -0.27
O: -0.87319 -0.56034 -1.29454  -0.50
Cl: 0.62534 1.54031 1.29641  0.02
H: 3.10447 -0.90561 -1.06079  0.38
H: -2.27739 -0.25997 1.37045  0.38
H: -2.10753 0.87157 0.11023  0.36